1.
Below is a 4-piece molecular cluster, C2H14NO3S2 overall, with properties calculated with ωB97M-V with the def2-TZVPD basis set.

Each line ends with the natural charge from an NBO analysis.
Positions of all 22 atoms, in Å:
N  -0.1450  -0.0550  -0.9808  -0.691
C  -1.4679  0.1496  -0.2020  -0.218
C  -2.4922  0.6608  -1.1806  -0.579
S  -2.4139  2.4712  -1.4515  0.124
S  -2.1897  3.2098  0.4222  -0.135
H  0.5075  -0.5610  -0.3723  0.476
H  0.3100  0.8403  -1.1835  0.439
H  -0.3047  -0.4516  -1.9022  0.436
H  -1.0754  0.7426  0.6154  0.245
H  -1.7116  -0.8676  0.1135  0.225
H  -2.3981  0.1589  -2.1431  0.236
H  -3.4990  0.3728  -0.8929  0.253
H  -3.3910  3.7379  0.7342  0.157
H  1.8646  -1.9895  1.4097  0.508
H  2.5156  -0.7035  0.9879  0.499
O  1.8280  -1.3278  0.7112  -0.982
H  2.7604  -1.2656  4.1692  0.487
H  1.4636  -1.9670  3.7685  0.475
O  1.9934  -1.1848  3.5967  -0.959
H  2.6550  -1.1054  -1.4565  0.488
H  2.9628  -0.3657  -2.6876  0.492
O  2.2276  -0.4995  -2.0755  -0.976

LUMO level = -2.83 eV
Orbital gap = 0.353 Eh
Charge = +1
Total energy = -31598.3773 eV
Relative energy (zero: lowest compared OMol25 entry of this formula, charge and spin) = 6.1 kcal per mole
Molar mass = 164.272 u

***

2.
Below is C42H62BBrIN9O8Sb as an isolated structure, with properties calculated with ωB97M-V with the def2-TZVPD basis set.

Each line ends with the Mulliken charge.
Positions of all 125 atoms, in Å:
C  1.9410  1.6217  1.2126  -1.414
C  2.2194  0.1336  0.9960  0.346
C  2.5488  -0.5772  2.3074  -1.564
C  1.1190  -0.5676  0.2037  1.213
C  1.0845  -0.1861  -1.2769  -1.785
C  -0.2598  -0.4137  0.8329  -0.398
O  -1.1277  -1.3236  0.1754  -0.729
Sb  -2.6422  -2.1300  1.1890  2.102
Br  -3.0526  0.0196  2.5768  -0.503
I  -4.5712  -3.5646  2.6257  -0.332
C  -4.0358  -1.5451  -0.3503  -1.426
C  -5.3440  -0.9114  0.1092  0.036
C  -5.3496  0.6357  0.0362  -0.561
C  -6.6851  1.1066  -0.4827  0.512
O  -7.7398  0.9015  0.1266  -0.680
O  -6.7143  1.7538  -1.6749  -0.497
O  -1.2120  -2.7831  2.5546  -0.514
N  -1.4780  -2.4053  3.8569  0.219
O  -0.5013  -2.3409  4.5043  -0.369
O  -2.2113  -3.8114  0.1453  -0.551
B  -1.3140  -4.6824  0.6902  0.365
O  -1.6947  -5.7171  1.5467  -0.588
O  0.0081  -4.6313  0.2956  -0.401
H  1.5658  2.0423  0.2831  0.021
H  1.2374  1.7766  2.0252  0.280
H  2.8777  2.1168  1.4532  0.554
H  3.1237  0.0728  0.3875  0.453
H  1.6575  -0.7401  2.9035  0.249
H  3.2431  0.0443  2.8709  0.470
H  3.0490  -1.5202  2.1176  0.369
H  1.3292  -1.6383  0.2431  0.048
H  2.1018  -0.0468  -1.6371  0.479
H  0.4946  0.7054  -1.4652  0.316
H  0.6889  -1.0369  -1.8197  0.306
H  -0.6197  0.6002  0.6510  0.081
H  -0.1700  -0.6183  1.8948  0.223
H  -3.4854  -0.8174  -0.9412  0.474
H  -4.1834  -2.4061  -0.9903  0.328
H  -5.6377  -1.2041  1.1108  0.036
H  -6.1275  -1.2782  -0.5510  0.330
H  -5.2930  1.0271  1.0445  0.243
H  -4.5176  1.0208  -0.5460  0.408
H  -5.8160  1.8307  -2.0042  0.359
H  -1.3273  -5.5370  2.4113  0.227
H  0.0980  -3.8205  -0.2098  0.211
N  -3.5576  -7.5470  0.0198  0.137
C  -4.0142  -8.3912  0.9862  -0.401
C  -5.1825  -8.9549  0.5403  -0.516
C  -5.4395  -8.4215  -0.7513  -0.468
C  -4.4163  -7.5552  -1.0403  -0.435
H  -2.7242  -6.9921  0.0998  0.178
H  -3.4733  -8.5158  1.9077  0.366
H  -5.7869  -9.6637  1.0816  0.388
H  -6.2780  -8.6429  -1.3903  0.389
H  -4.2298  -6.9450  -1.9070  0.369
N  2.1887  5.2222  3.3824  0.040
C  1.5652  5.3486  2.1734  -0.770
C  2.2771  6.2438  1.4224  -0.289
C  3.3760  6.6797  2.2113  -0.612
C  3.2935  6.0272  3.4134  -0.600
H  1.8848  4.6293  4.1335  0.254
H  0.6720  4.7898  1.9515  0.497
H  2.0370  6.5548  0.4182  0.584
H  4.1386  7.3862  1.9286  0.445
H  3.9231  6.0669  4.2850  0.446
N  0.8133  4.7425  -1.8459  0.159
C  1.7789  5.2977  -2.6357  -0.543
C  1.1787  5.7500  -3.7798  -0.388
C  -0.2083  5.4527  -3.6723  -0.560
C  -0.4015  4.8334  -2.4655  -0.542
H  0.9763  4.3298  -0.9454  0.175
H  2.8058  5.3255  -2.3147  0.438
H  1.6767  6.2396  -4.5994  0.437
H  -0.9749  5.6717  -4.3962  0.387
H  -1.2932  4.4541  -1.9972  0.430
N  5.1621  4.3052  6.1970  0.021
C  4.2639  3.3288  5.8582  -0.739
C  3.6768  2.8807  7.0105  -0.544
C  4.2403  3.6189  8.0872  -0.403
C  5.1520  4.4887  7.5532  -0.540
H  5.7402  4.8071  5.5502  0.257
H  4.1226  3.0373  4.8309  0.744
H  2.9275  2.1100  7.0755  0.425
H  4.0029  3.5204  9.1327  0.394
H  5.7908  5.2190  8.0189  0.385
N  1.4088  -3.2989  -4.4847  0.068
C  2.7040  -3.3478  -4.9241  -0.820
C  3.4146  -4.1195  -4.0435  -0.165
C  2.5102  -4.5547  -3.0363  -0.216
C  1.2815  -4.0345  -3.3391  -1.017
H  0.6652  -2.7974  -4.9315  0.202
H  3.0072  -2.8305  -5.8178  0.391
H  4.4654  -4.3480  -4.1099  0.420
H  2.7363  -5.1769  -2.1866  0.482
H  0.3325  -4.1207  -2.8371  0.651
N  5.8708  -6.3245  -2.0958  0.051
C  5.7297  -6.0905  -0.7557  -0.534
C  6.6920  -5.1917  -0.3828  -0.436
C  7.4423  -4.8678  -1.5458  -0.356
C  6.9099  -5.5809  -2.5858  -0.617
H  5.2974  -6.9438  -2.6366  0.215
H  4.9591  -6.5794  -0.1852  0.425
H  6.8396  -4.8060  0.6115  0.414
H  8.2744  -4.1874  -1.6108  0.418
H  7.1784  -5.6221  -3.6273  0.420
N  5.3778  7.2187  -1.9704  0.024
C  5.3077  8.5775  -1.8302  -0.460
C  5.2617  9.1262  -3.0835  -0.432
C  5.3024  8.0546  -4.0171  -0.397
C  5.3737  6.8918  -3.2989  -0.570
H  5.4235  6.5622  -1.2139  0.221
H  5.2942  9.0347  -0.8561  0.381
H  5.2017  10.1777  -3.3073  0.398
H  5.2788  8.1300  -5.0909  0.425
H  5.4179  5.8642  -3.6164  0.418
N  -10.0047  -0.5615  -1.1737  0.131
C  -10.8042  -1.1937  -0.2686  -0.372
C  -11.9014  -1.6764  -0.9357  -0.565
C  -11.7521  -1.3200  -2.3028  -0.548
C  -10.5695  -0.6342  -2.4141  -0.365
H  -9.1291  -0.1094  -0.9544  0.294
H  -10.5256  -1.2477  0.7694  0.369
H  -12.7167  -2.2241  -0.4935  0.380
H  -12.4313  -1.5415  -3.1092  0.374
H  -10.0852  -0.1934  -3.2684  0.356

LUMO level = 1.62 eV
Orbital gap = 0.280 Eh
Charge = -1
Total energy = -159712.2487 eV
Relative energy (zero: lowest compared OMol25 entry of this formula, charge and spin) = 0.0 kcal per mole
Molar mass = 1160.393 u

***

3.
Below is C24H21BrI2MnN7O4S3 as an isolated structure, with properties calculated with ωB97M-V with the def2-TZVPD basis set.

Each line ends with the natural charge from an NBO analysis.
Positions of all 63 atoms, in Å:
Mn  -1.2146  -1.9413  0.3165  1.225
C  -1.5029  2.4096  1.5066  -0.674
C  -1.2105  1.0712  0.9095  0.216
N  -1.6666  -0.0308  1.3900  -0.278
N  -2.4991  0.0523  2.4586  -0.464
C  -2.9576  -1.1202  2.8714  0.291
N  -3.8156  -1.0266  3.9318  -0.795
S  -2.5998  -2.6824  2.2880  -0.235
C  -0.4667  0.9659  -0.3675  0.186
C  -0.0611  2.0872  -1.0874  -0.253
C  0.5144  1.9101  -2.3358  -0.177
C  0.6695  0.6299  -2.8389  -0.210
C  0.2573  -0.4382  -2.0539  0.081
N  -0.2827  -0.2672  -0.8526  -0.486
H  -1.7403  2.2945  2.5606  0.257
H  -2.3707  2.8630  1.0181  0.233
H  -0.6572  3.0854  1.3928  0.211
H  -4.2127  -0.1141  4.0860  0.388
H  -4.4017  -1.8258  4.1011  0.398
H  -0.2209  3.0793  -0.6935  0.222
H  0.8283  2.7713  -2.9129  0.216
H  1.1143  0.4377  -3.8033  0.231
H  0.3684  -1.4584  -2.3935  0.247
I  -0.9940  -4.2870  -0.8498  -0.165
I  0.9722  -6.3745  0.5661  -0.286
N  6.2982  2.4571  1.1141  -0.802
C  5.5924  1.3792  0.5748  0.173
C  4.3886  1.5911  -0.1005  -0.268
C  3.7122  0.5296  -0.6698  -0.150
C  4.2200  -0.7597  -0.5694  -0.404
C  5.4155  -0.9764  0.0943  -0.090
C  6.1020  0.0866  0.6583  -0.300
S  3.3105  -2.1111  -1.2749  2.347
O  4.0832  -3.2972  -1.0091  -0.958
O  3.0371  -1.7473  -2.6451  -0.971
N  1.9030  -2.0975  -0.5401  -0.925
C  1.7338  -2.2827  0.7433  0.313
S  2.9881  -2.5720  1.9228  0.378
C  1.8259  -2.5031  3.1985  -0.462
C  0.5970  -2.3066  2.6986  -0.031
N  0.5216  -2.1957  1.3233  -0.632
H  5.7330  3.2614  1.3356  0.372
H  6.9218  2.2177  1.8686  0.373
H  3.9879  2.5955  -0.1779  0.201
H  2.7794  0.6925  -1.1922  0.227
H  5.7956  -1.9859  0.1673  0.235
H  7.0399  -0.0852  1.1734  0.203
H  2.1012  -2.6399  4.2277  0.234
H  -0.3185  -2.2549  3.2639  0.241
Br  -5.1703  4.1719  -3.5013  0.025
C  -4.7869  2.5126  -2.6563  -0.073
C  -5.7355  1.9440  -1.8218  -0.259
C  -5.4435  0.7390  -1.2037  -0.166
C  -4.2184  0.1145  -1.4078  -0.074
C  -3.2868  0.7023  -2.2540  -0.187
C  -3.5657  1.9040  -2.8875  -0.246
C  -3.9224  -1.1715  -0.6625  0.763
O  -4.7925  -1.7457  -0.0488  -0.598
O  -2.6740  -1.5273  -0.7797  -0.785
H  -6.6839  2.4372  -1.6591  0.222
H  -6.1579  0.2621  -0.5459  0.240
H  -2.3392  0.2085  -2.4173  0.233
H  -2.8424  2.3621  -3.5476  0.223

Multiplicity = 6
LUMO level (alpha / beta) = 1.11 / 0.99 eV
Orbital gap (alpha / beta) = 0.227 / 0.238 Eh
Charge = -1
Total energy = -193925.2927 eV
Relative energy (zero: lowest compared OMol25 entry of this formula, charge and spin) = 10.4 kcal per mole
Molar mass = 956.328 u